(A)
189
Properties=species:S:1:pos:R:3 method="wB97M-V/def2-TZVPD" homo_energy_ev=-7.78 total_charge=0
C -0.0924 -8.5087 1.0514
C 0.0077 -7.0268 1.4867
C 1.3031 -6.4395 0.8694
C 1.3004 -4.9052 0.6691
C 0.0723 -4.5273 -0.1210
C -1.2925 -4.9416 0.5976
N -1.2439 -6.4047 0.8582
O -2.4754 -6.9730 1.2340
C -1.5936 -4.0770 1.8143
C -2.2926 -4.7452 -0.5630
C -0.0042 -6.8058 2.9984
H 0.8346 -9.0257 1.2921
H -0.3718 -8.5234 -0.0038
H -1.0481 -8.9210 1.3785
H 2.2195 -6.7717 1.3567
H 1.2811 -6.7984 -0.1622
H 2.2227 -4.4701 0.2849
H 1.2099 -4.5389 1.6945
H 0.1039 -4.7182 -1.1926
H 0.0980 -3.4442 0.0241
H -0.8841 -4.2065 2.6324
H -1.5241 -3.0029 1.6356
H -2.5820 -4.3217 2.2046
H -1.9747 -5.3745 -1.3950
H -3.2980 -5.0643 -0.2854
H -2.3509 -3.7470 -0.9988
H 0.7275 -7.5277 3.3724
H -0.9315 -7.0880 3.4968
H 0.3904 -5.8841 3.4254
H -2.6838 -7.5466 0.4914
C 7.5126 3.3949 2.0524
C 7.0792 3.3741 0.5430
C 8.4560 3.4085 -0.2205
C 8.3174 3.0997 -1.6726
C 7.5513 1.8466 -1.8946
C 6.1828 1.6270 -1.0630
N 6.3821 2.0919 0.3442
O 5.2884 1.7098 1.1566
C 5.1787 2.3464 -1.9247
C 5.9803 0.1557 -1.1769
C 6.2374 4.6353 0.0782
H 8.2514 4.1422 2.3433
H 7.9879 2.4274 2.2162
H 6.6854 3.5356 2.7488
H 8.8647 4.4175 -0.1568
H 9.1275 2.6998 0.2663
H 9.2978 3.1064 -2.1516
H 7.8167 3.9400 -2.1598
H 8.2860 1.0837 -1.6288
H 7.2870 1.7224 -2.9448
H 5.4319 3.3849 -2.1419
H 5.0123 1.8980 -2.9040
H 4.2029 2.4555 -1.4470
H 5.2586 -0.2757 -0.4779
H 5.5256 -0.1461 -2.1202
H 6.8503 -0.4357 -0.8893
H 5.1770 4.4636 0.2715
H 6.3127 4.9721 -0.9541
H 6.4454 5.4484 0.7756
H 5.6079 1.1122 1.8383
C 1.8007 -5.0837 -8.7310
C 1.6263 -3.9651 -7.6662
C 1.6721 -4.6233 -6.2399
C 1.7951 -3.6590 -5.0831
C 2.9526 -2.7108 -5.2773
C 3.0728 -1.9962 -6.5960
N 2.7824 -3.0108 -7.6745
O 2.7714 -2.4314 -8.9281
C 2.1221 -0.8122 -6.5859
C 4.4866 -1.3809 -6.6116
C 0.2429 -3.3430 -7.7760
H 2.0467 -4.7568 -9.7417
H 0.8581 -5.6289 -8.7886
H 2.5612 -5.8477 -8.5641
H 0.7747 -5.1886 -5.9840
H 2.5359 -5.2899 -6.2139
H 2.0519 -4.0845 -4.1120
H 0.8526 -3.1269 -4.9392
H 3.8530 -3.3255 -5.2124
H 2.9651 -1.9410 -4.5046
H 1.1159 -1.0751 -6.9122
H 2.1890 -0.3172 -5.6186
H 2.4019 -0.1765 -7.4283
H 5.2635 -2.1178 -6.4036
H 4.7302 -0.9464 -7.5815
H 4.5230 -0.6333 -5.8198
H 0.2524 -2.7094 -8.6652
H -0.1424 -2.7431 -6.9533
H -0.4363 -4.1651 -8.0024
H 3.6445 -2.5497 -9.3123
C 0.4922 1.5830 -3.2990
C 0.3661 0.7582 -1.9318
C 1.7324 0.4545 -1.4719
C 1.7043 -0.0006 0.0626
C 1.0733 1.0334 1.0030
C -0.3633 1.4054 0.4753
N -0.4301 1.5910 -0.9979
O -1.6939 2.0502 -1.3770
C -1.4031 0.3617 1.0270
C -0.6831 2.8168 1.1528
C -0.3588 -0.4962 -2.3200
H 1.3010 1.1649 -3.8971
H 0.6339 2.6443 -3.0830
H -0.4336 1.7241 -3.8594
H 2.1457 -0.3955 -2.0175
H 2.4588 1.2393 -1.6833
H 2.7361 -0.2515 0.3100
H 1.0776 -0.8830 0.1992
H 1.6684 1.9402 1.1172
H 0.9766 0.6451 2.0174
H -2.4362 0.5750 0.7581
H -1.1746 -0.6682 0.7504
H -1.1841 0.4743 2.0899
H -0.4369 3.7101 0.5768
H -1.7501 2.9115 1.3633
H -0.2214 3.0519 2.1138
H 0.2886 -0.9197 -3.0924
H -1.4092 -0.3606 -2.5726
H -0.2886 -1.3731 -1.6708
H -1.4878 2.9005 -1.7785
C -5.6660 -0.5552 0.6892
C -5.6317 -1.2865 2.0681
C -4.1890 -1.2327 2.5107
C -4.0234 -1.6077 4.0195
C -4.8025 -0.5905 4.8631
C -6.3170 -0.5201 4.4958
N -6.5028 -0.6129 3.0271
O -7.7919 -0.3617 2.5254
C -7.1067 -1.6764 5.2594
C -6.7996 0.8868 4.9470
C -6.1320 -2.6902 1.9007
H -5.5388 0.5202 0.8128
H -6.5074 -0.8190 0.0479
H -4.8433 -0.9547 0.0925
H -3.7613 -2.0715 1.9599
H -3.7453 -0.2615 2.2980
H -2.9838 -1.5779 4.3537
H -4.2024 -2.6612 4.2402
H -4.3938 0.4192 4.8471
H -4.6609 -0.9436 5.8862
H -6.4241 -2.5300 5.2564
H -7.3576 -1.3540 6.2683
H -7.8754 -2.1884 4.6799
H -6.2960 1.6768 4.3876
H -7.8041 1.1665 4.6225
H -6.7227 1.0334 6.0238
H -6.2418 -3.0426 2.9278
H -5.5136 -3.3032 1.2454
H -7.1730 -2.6887 1.5751
H -7.6744 0.5746 2.3409
C -4.7447 4.9875 5.4173
C -3.5905 4.4590 4.5488
C -3.4153 5.5245 3.3621
C -2.3956 6.5973 3.6863
C -1.0678 6.0205 4.1611
C -1.2416 5.1034 5.4572
N -2.2882 4.1610 5.2101
O -2.2786 3.0287 6.0176
C 0.1871 4.4981 5.5813
C -1.5303 5.8823 6.7103
C -3.9323 3.1470 3.7736
H -4.3893 4.8402 6.4385
H -5.6113 4.3404 5.2762
H -5.0921 6.0169 5.3356
H -3.0525 4.9783 2.4913
H -4.3836 6.0144 3.2710
H -2.7934 7.4461 4.2449
H -2.2349 7.0884 2.7228
H -0.4312 6.8722 4.4015
H -0.6665 5.4317 3.3363
H 0.2607 3.7336 6.3554
H 0.6004 4.1030 4.6513
H 0.9704 5.2263 5.7979
H -0.7441 6.5681 7.0265
H -2.5553 6.2452 6.6229
H -1.6179 5.2345 7.5856
H -3.0291 2.7976 3.2726
H -4.5934 3.3301 2.9243
H -4.4067 2.4041 4.4118
H -1.8512 2.3268 5.5173
O -3.1106 4.4348 -2.9527
H -3.7536 4.9161 -3.4779
H -3.5832 4.1960 -2.1519
O 0.4481 3.3171 -6.4065
H -0.3976 2.8975 -6.5762
H 0.9647 2.6446 -5.9575
O -0.6388 5.8186 -2.5166
H -0.9600 5.8381 -1.6133
H -1.3568 5.4224 -3.0189

***

(B)
189
Properties=species:S:1:pos:R:3 method="wB97M-V/def2-TZVPD" homo_energy_ev=-7.10 total_charge=0
C -25.5264 -13.0882 20.7496
C -26.8478 -13.7237 21.2491
C -27.3385 -12.8019 22.4188
C -27.7218 -11.3796 22.0519
C -28.8905 -11.4406 21.0517
C -28.6324 -12.3951 19.7764
N -27.9697 -13.5996 20.2453
O -27.8794 -14.5670 19.2689
C -30.0555 -12.7862 19.3041
C -27.9890 -11.5914 18.6472
C -26.7737 -15.1678 21.7408
H -24.7601 -12.7808 21.4611
H -25.6530 -12.1807 20.1592
H -25.1525 -13.8712 20.0899
H -28.1403 -13.1736 23.0568
H -26.5377 -12.7355 23.1554
H -26.9095 -10.8517 21.5523
H -28.1361 -10.9233 22.9509
H -29.0519 -10.3905 20.8083
H -29.7485 -11.8210 21.6060
H -30.2334 -13.5220 18.5199
H -30.6402 -13.3040 20.0645
H -30.6687 -11.8947 19.1724
H -28.5195 -10.6702 18.4060
H -26.9398 -11.3136 18.7475
H -28.0633 -12.1315 17.7033
H -26.3596 -15.8657 21.0130
H -27.7055 -15.6399 22.0519
H -26.1532 -15.2600 22.6322
H -28.7098 -14.9854 19.5077
C -22.9242 -7.0582 23.4901
C -22.6924 -7.4580 22.0347
C -21.5282 -6.7277 21.3909
C -20.1688 -7.4053 21.5191
C -20.1725 -8.7999 20.9649
C -21.2638 -9.6471 21.8019
N -22.6092 -8.9537 21.8288
O -23.6399 -9.7105 22.3473
C -21.3894 -11.0336 21.0826
C -20.6304 -9.8988 23.1498
C -24.0061 -6.8581 21.2872
H -22.0814 -7.4087 24.0858
H -23.8776 -7.3635 23.9212
H -22.9191 -6.0018 23.7588
H -21.6665 -6.5035 20.3332
H -21.4156 -5.7381 21.8337
H -19.8688 -7.4801 22.5643
H -19.4326 -6.7828 21.0105
H -19.2091 -9.2527 21.1991
H -20.0986 -8.7779 19.8776
H -20.5553 -11.6538 20.7542
H -22.0452 -11.6228 21.7236
H -21.9132 -10.7968 20.1565
H -20.3543 -9.1384 23.8801
H -21.5019 -10.3839 23.5894
H -19.7302 -10.5091 23.0772
H -23.9690 -6.9284 20.2002
H -24.4008 -5.8728 21.5353
H -24.8965 -7.4570 21.4788
H -23.5283 -9.4794 23.2724
C -19.0470 -16.0538 15.3794
C -18.0016 -16.6522 16.3540
C -17.1086 -17.7004 15.5857
C -15.8657 -18.2414 16.3455
C -15.0147 -17.1271 16.8971
C -15.9114 -16.1225 17.7409
N -17.0572 -15.6918 16.9373
O -17.6988 -14.7019 17.5030
C -16.0718 -16.6201 19.2154
C -15.0288 -14.8958 17.9646
C -18.7510 -17.4307 17.5093
H -18.5595 -15.5697 14.5331
H -19.6527 -15.2865 15.8615
H -19.6714 -16.8787 15.0363
H -17.7472 -18.5608 15.3856
H -16.9382 -17.3308 14.5745
H -15.2297 -19.0146 15.9145
H -16.1379 -18.8970 17.1727
H -14.6542 -16.6114 16.0071
H -14.1271 -17.5156 17.3964
H -15.1608 -16.8926 19.7481
H -16.4053 -15.8363 19.8954
H -16.6700 -17.5080 19.4200
H -14.0321 -15.1049 18.3529
H -14.7116 -14.4116 17.0409
H -15.4721 -14.1128 18.5799
H -18.3214 -18.3207 17.9693
H -19.7134 -17.7077 17.0790
H -18.9291 -16.6938 18.2924
H -17.0499 -14.0134 17.3405
C -22.4627 -16.4519 21.9645
C -22.7648 -15.4901 20.8099
C -22.8825 -14.0520 21.4389
C -22.6736 -12.8656 20.4645
C -21.3965 -13.0093 19.6528
C -21.2773 -14.4152 18.9167
N -21.6088 -15.5244 19.8437
O -21.2246 -16.7658 19.3638
C -22.1671 -14.5710 17.6910
C -19.7102 -14.4823 18.5109
C -24.0343 -15.8245 20.0766
H -23.1335 -16.3182 22.8132
H -21.4538 -16.2447 22.3212
H -22.5308 -17.5081 21.7042
H -23.9238 -13.8678 21.7034
H -22.4056 -13.7906 22.3835
H -22.7595 -11.9463 21.0438
H -23.4674 -12.8818 19.7177
H -20.5643 -12.9983 20.3566
H -21.3840 -12.1201 19.0224
H -23.1679 -14.1394 17.7068
H -21.7059 -14.1340 16.8053
H -22.2114 -15.6288 17.4317
H -19.4485 -15.3176 17.8613
H -19.4165 -13.5237 18.0832
H -18.9806 -14.3581 19.3112
H -24.9229 -15.9567 20.6938
H -23.8622 -16.8052 19.6332
H -24.3212 -15.0997 19.3147
H -22.0277 -16.9179 18.8602
C -28.0024 -19.2470 19.9660
C -27.0041 -20.0093 20.8417
C -25.9196 -20.5805 19.8647
C -24.7586 -19.6628 19.4104
C -24.1830 -18.9107 20.6723
C -25.2026 -18.3381 21.6268
N -26.2967 -19.3004 21.9064
O -27.1500 -18.9158 22.9723
C -24.5293 -17.9700 23.0074
C -25.8031 -16.9405 21.0104
C -27.8523 -21.1853 21.4453
H -28.4041 -19.9292 19.2167
H -27.5150 -18.3974 19.4879
H -28.8155 -18.7702 20.5134
H -25.4226 -21.4708 20.2501
H -26.3989 -20.9197 18.9464
H -25.1908 -18.8794 18.7878
H -23.9457 -20.2209 18.9457
H -23.5529 -18.1550 20.2033
H -23.5696 -19.5801 21.2754
H -24.9103 -17.1501 23.6163
H -24.5001 -18.8375 23.6666
H -23.4402 -17.9303 22.9875
H -26.8006 -16.7228 21.3921
H -25.1008 -16.1446 21.2583
H -25.8874 -16.9374 19.9236
H -28.6935 -20.7343 21.9717
H -27.4364 -21.9984 22.0402
H -28.1779 -21.8141 20.6166
H -26.8299 -19.4635 23.6929
C -19.3655 -10.4718 16.7663
C -18.8907 -9.8984 18.1361
C -19.6440 -10.5197 19.3462
C -19.0695 -11.8935 19.8047
C -17.5160 -11.9175 19.8893
C -16.7981 -11.3894 18.6290
N -17.3691 -10.0937 18.1765
O -16.5979 -9.3619 17.2614
C -15.2823 -11.2712 18.9082
C -16.8564 -12.4376 17.5477
C -19.2173 -8.4102 18.1565
H -19.6355 -11.5175 16.6187
H -18.6147 -10.1983 16.0249
H -20.3023 -9.9810 16.5024
H -19.7511 -10.0140 20.3059
H -20.6787 -10.5893 19.0105
H -19.2344 -12.6682 19.0558
H -19.5110 -12.2267 20.7440
H -17.3604 -12.9718 20.1180
H -17.1909 -11.3329 20.7499
H -14.9322 -12.2026 19.3532
H -14.7743 -11.1163 17.9564
H -15.0273 -10.5653 19.6987
H -17.8842 -12.6681 17.2672
H -16.4905 -12.1705 16.5563
H -16.3804 -13.3831 17.8073
H -18.5943 -7.9145 18.9011
H -20.2231 -8.3036 18.5627
H -19.0523 -7.8131 17.2597
H -16.8953 -9.7287 16.4256
O -19.7474 -16.7272 21.1439
H -19.0717 -16.2140 21.5870
H -20.1944 -16.0977 20.5780
O -20.3401 -18.4777 19.5628
H -20.6517 -17.6473 19.2029
H -19.5168 -18.2566 19.9982
O -23.9795 -13.1591 23.1364
H -24.4549 -12.3774 23.4179
H -23.5882 -13.5040 23.9389

***

Tell me which of them is the least stable. Sure, it is (B).